# 1
This record from the OMol25 dataset describes C38H44AsF6N6O6 as an isolated structure. The level of theory is the ωB97M-V functional and the def2-TZVPD basis.

HOMO = -0.3347 Eh
⟨S²⟩ = 0.769

ORCA input file:
```
! wB97M-V def2-TZVPD RIJCOSX def2/J DEFGRID3
* xyz 2 2
C 7.408 -5.366 -10.251
N 5.952 -5.664 -9.986
C 5.527 -6.998 -9.886
C 4.297 -7.294 -9.371
C 3.415 -6.218 -8.988
C 3.855 -4.934 -9.118
C 5.108 -4.657 -9.676
C 2.062 -6.604 -8.396
C 1.868 -7.673 -7.494
C 0.630 -7.757 -6.799
N -0.438 -6.878 -7.024
C -0.201 -5.813 -7.888
C 0.969 -5.744 -8.562
C -1.711 -6.910 -6.325
H 8.017 -5.554 -9.366
H 7.453 -4.302 -10.479
H 7.763 -5.847 -11.162
H 6.279 -7.723 -10.161
H 3.940 -8.311 -9.306
H 3.292 -4.061 -8.824
H 5.597 -3.695 -9.706
H 2.681 -8.367 -7.336
H 0.460 -8.585 -6.127
H -0.958 -5.075 -8.107
H 1.117 -4.784 -9.032
H -1.693 -7.934 -5.950
H -2.488 -6.788 -7.080
H -1.790 -6.168 -5.530
C 6.383 -12.314 -2.468
N 5.118 -12.357 -3.295
C 3.900 -11.907 -2.804
C 2.759 -11.975 -3.587
C 2.782 -12.669 -4.823
C 3.996 -13.117 -5.277
C 5.181 -12.977 -4.459
C 1.451 -12.889 -5.585
C 1.271 -14.007 -6.429
C 0.034 -14.155 -7.129
N -0.965 -13.303 -6.989
C -0.840 -12.201 -6.200
C 0.434 -11.967 -5.556
C -2.161 -13.413 -7.850
H 6.488 -11.301 -2.081
H 7.260 -12.593 -3.053
H 6.461 -13.038 -1.656
H 3.909 -11.392 -1.854
H 1.862 -11.617 -3.105
H 4.130 -13.603 -6.232
H 6.097 -13.483 -4.727
H 2.008 -14.792 -6.507
H -0.056 -14.999 -7.797
H -1.650 -11.496 -6.088
H 0.516 -11.044 -5.002
H -2.028 -13.039 -8.865
H -2.991 -12.863 -7.405
H -2.433 -14.466 -7.916
C -3.084 -1.107 -6.054
N -2.764 -2.137 -5.015
C -1.652 -2.086 -4.298
C -1.451 -2.874 -3.211
C -2.406 -3.785 -2.770
C -3.608 -3.820 -3.528
C -3.783 -2.942 -4.632
C -2.056 -4.806 -1.812
C -1.693 -4.430 -0.455
C -1.493 -5.463 0.498
N -1.546 -6.764 0.122
C -1.880 -7.113 -1.192
C -2.095 -6.154 -2.164
C -1.126 -7.773 1.131
H -3.948 -0.460 -5.904
H -3.257 -1.713 -6.943
H -2.182 -0.529 -6.255
H -1.027 -1.287 -4.668
H -0.476 -2.772 -2.757
H -4.350 -4.537 -3.210
H -4.642 -3.012 -5.283
H -1.437 -3.441 -0.105
H -1.101 -5.273 1.486
H -2.030 -8.180 -1.254
H -2.392 -6.497 -3.144
H -1.704 -8.680 0.954
H -1.104 -7.353 2.136
H -0.115 -8.038 0.819
As 1.146 -8.242 -2.953
F 0.182 -7.052 -3.945
F 2.677 -7.343 -3.164
F 2.002 -9.417 -1.922
F -0.345 -9.218 -2.769
F 1.556 -9.233 -4.394
F 0.768 -7.269 -1.466
O -0.980 -11.819 -2.423
C -2.024 -11.986 -3.294
O -2.620 -10.996 -3.701
O -2.514 -13.092 -3.562
H -0.904 -10.862 -2.425
O 2.242 -6.805 1.356
C 2.063 -5.806 2.155
O 2.247 -5.906 3.391
O 1.629 -4.742 1.581
H 1.952 -6.272 0.612
*
```

# 2
This record from the OMol25 dataset describes a 6-piece molecular cluster, C38H44BF3NO3 overall. The level of theory is the ωB97M-V functional and the def2-TZVPD basis.

HOMO = -0.3896 Eh

ORCA input file:
```
! wB97M-V def2-TZVPD RIJCOSX def2/J DEFGRID3
* xyz 1 1
C -1.994 0.534 -2.108
O -2.000 -0.320 -0.913
B -3.016 -1.340 -1.063
O -4.377 -0.875 -0.901
C -2.643 -2.910 -1.400
C -1.925 -2.760 -2.829
C -1.886 -4.088 -3.707
O -1.660 -5.300 -2.969
C -3.207 -4.325 -4.589
F -2.802 -4.336 -5.927
F -4.200 -3.371 -4.393
F -3.705 -5.614 -4.305
C -3.917 -3.851 -1.242
C -3.588 -4.515 0.176
C -2.005 -4.462 0.353
N -1.618 -3.553 -0.530
H -1.394 0.070 -2.955
H -1.507 1.524 -1.855
H -3.036 0.753 -2.500
H -4.803 -1.033 -1.778
H -2.471 -1.912 -3.377
H -0.869 -2.370 -2.636
H -1.002 -3.973 -4.428
H -0.761 -5.254 -2.579
H -4.942 -3.368 -1.114
H -4.013 -4.665 -2.029
H -3.968 -3.711 0.909
H -4.134 -5.461 0.475
H -1.368 -5.061 1.071
H -0.599 -3.386 -0.588
C -0.187 1.211 1.005
C 1.163 1.527 0.887
C 1.782 2.312 1.853
C 1.053 2.774 2.945
C -0.296 2.456 3.065
C -0.917 1.678 2.093
H -0.670 0.600 0.249
H 1.734 1.160 0.039
H 2.833 2.562 1.757
H 1.537 3.383 3.701
H -0.863 2.816 3.916
H -1.970 1.435 2.185
C 5.693 -0.131 -1.703
C 4.682 -0.167 -0.748
C 4.788 0.599 0.409
C 5.903 1.408 0.606
C 6.912 1.446 -0.350
C 6.810 0.674 -1.502
H 5.611 -0.731 -2.603
H 3.809 -0.793 -0.906
H 4.003 0.566 1.156
H 5.984 2.009 1.505
H 7.780 2.078 -0.197
H 7.599 0.700 -2.245
C 4.930 -3.355 3.192
C 4.467 -3.927 4.372
C 3.198 -3.612 4.848
C 2.388 -2.731 4.138
C 2.850 -2.162 2.955
C 4.122 -2.470 2.484
H 5.921 -3.598 2.823
H 5.096 -4.618 4.922
H 2.841 -4.053 5.772
H 1.397 -2.489 4.506
H 2.217 -1.476 2.400
H 4.483 -2.022 1.565
C -6.879 1.326 -1.010
C -7.579 1.167 -2.202
C -8.873 1.662 -2.321
C -9.464 2.326 -1.251
C -8.763 2.489 -0.060
C -7.472 1.986 0.062
H -5.872 0.938 -0.916
H -7.116 0.655 -3.039
H -9.421 1.532 -3.247
H -10.471 2.717 -1.345
H -9.223 3.008 0.773
H -6.928 2.108 0.992
C 3.953 6.522 1.891
C 3.697 5.328 1.225
C 4.641 4.805 0.347
C 5.845 5.471 0.143
C 6.102 6.663 0.812
C 5.155 7.191 1.683
H 3.215 6.931 2.573
H 2.761 4.806 1.389
H 4.439 3.877 -0.178
H 6.583 5.061 -0.538
H 7.042 7.181 0.654
H 5.353 8.123 2.201
*
```

# 3
This record from the OMol25 dataset describes a 11-piece molecular cluster, C38H44BrCl40N5O5PS4 overall. The level of theory is the ωB97M-V functional and the def2-TZVPD basis.

HOMO = -0.3985 Eh

ORCA input file:
```
! wB97M-V def2-TZVPD RIJCOSX def2/J DEFGRID3
* xyz 1 1
C -3.125 4.616 -0.044
C -3.029 3.101 -0.318
N -1.628 2.702 -0.391
C -1.222 1.437 0.149
C -1.152 1.576 1.687
C -0.140 2.657 2.164
C 0.947 2.063 3.084
Br -1.047 4.078 3.111
C -2.207 0.317 -0.287
C -3.185 -0.189 0.781
C -2.663 -1.374 1.621
C -3.432 -1.520 2.956
S -4.728 -2.786 2.892
O -1.527 -0.857 -0.735
C -0.702 -0.693 -1.878
C -0.026 -2.041 -2.099
C 0.081 -2.465 -3.571
C 0.594 -3.883 -3.582
O -0.084 -4.732 -3.032
N 1.768 -4.266 -4.231
C 2.966 -3.495 -3.999
C 3.790 -3.739 -2.915
C 4.964 -3.033 -2.729
C 5.336 -2.064 -3.648
C 4.504 -1.784 -4.723
C 3.329 -2.499 -4.898
C 0.260 0.525 -1.751
C 1.704 0.258 -2.233
C 2.747 -0.361 -1.278
C 3.638 0.719 -0.647
S 4.979 -0.036 0.302
C 4.770 0.537 1.991
S 5.185 2.010 2.484
N 4.220 -0.427 2.844
C 3.367 -0.189 3.899
C 3.094 -1.385 4.472
N 3.761 -2.380 3.774
C 4.409 -1.802 2.826
P -0.334 1.765 -3.068
O 0.279 3.121 -2.469
O -1.918 1.932 -3.085
S 0.316 1.387 -4.835
N 0.182 1.110 -0.376
O 0.744 0.228 0.577
H -3.980 5.051 -0.557
H -3.280 4.752 1.023
H -2.217 5.149 -0.331
H -3.488 2.934 -1.296
H -3.595 2.598 0.465
H -0.961 3.450 -0.291
H -2.124 1.922 2.031
H -0.988 0.633 2.198
H 0.397 3.055 1.301
H 1.867 1.884 2.520
H 0.644 1.100 3.494
H 1.160 2.709 3.933
H -2.813 0.643 -1.136
H -3.619 0.599 1.392
H -4.024 -0.604 0.216
H -2.846 -2.277 1.042
H -1.584 -1.331 1.780
H -3.956 -0.586 3.151
H -2.730 -1.753 3.753
H -4.090 -3.734 2.191
H -1.372 -0.541 -2.736
H 0.919 -2.163 -1.572
H -0.705 -2.769 -1.650
H 0.649 -1.763 -4.182
H -0.935 -2.497 -3.974
H 1.950 -5.195 -3.855
H 3.539 -4.510 -2.193
H 5.612 -3.248 -1.890
H 6.262 -1.509 -3.562
H 4.778 -1.037 -5.456
H 2.688 -2.317 -5.753
H 2.117 1.218 -2.565
H 1.688 -0.344 -3.134
H 2.354 -1.034 -0.522
H 3.419 -0.959 -1.898
H 3.061 1.447 -0.063
H 4.103 1.262 -1.471
H 3.000 0.779 4.187
H 2.463 -1.558 5.324
H 5.017 -2.316 2.100
H -0.226 3.885 -2.799
H -2.304 1.393 -3.791
H 0.759 1.958 -0.385
H 1.585 0.605 0.878
C 4.556 -6.994 -5.965
Cl 3.965 -5.329 -5.883
Cl 4.244 -7.668 -7.563
Cl 6.288 -7.021 -5.635
Cl 3.706 -7.952 -4.742
C -3.528 -6.325 -2.440
Cl -4.652 -6.143 -3.789
Cl -4.333 -7.146 -1.100
Cl -2.133 -7.270 -2.954
Cl -3.005 -4.715 -1.910
C -1.609 1.630 6.555
Cl -2.249 3.269 6.501
Cl -1.950 0.809 5.017
Cl 0.140 1.679 6.819
Cl -2.372 0.724 7.859
C -1.775 -6.271 -7.242
Cl -1.306 -7.969 -7.329
Cl -1.075 -5.549 -5.790
Cl -1.182 -5.419 -8.672
Cl -3.535 -6.148 -7.170
C 6.693 2.194 -5.068
Cl 6.943 0.877 -6.215
Cl 5.264 3.121 -5.539
Cl 6.428 1.529 -3.445
Cl 8.109 3.235 -5.045
C -4.402 5.031 9.830
Cl -3.634 6.247 8.798
Cl -6.144 5.038 9.548
Cl -3.748 3.440 9.430
Cl -4.073 5.402 11.521
C -6.559 6.162 1.123
Cl -5.338 7.434 1.004
Cl -7.032 5.644 -0.499
Cl -5.879 4.780 2.000
Cl -7.965 6.769 1.987
C -7.486 -1.161 5.701
Cl -7.049 -2.749 6.328
Cl -8.011 -0.121 7.026
Cl -6.072 -0.436 4.915
Cl -8.785 -1.324 4.521
C 0.830 7.088 -4.263
Cl 0.175 7.707 -5.771
Cl 2.015 5.823 -4.594
Cl 1.585 8.392 -3.356
Cl -0.499 6.395 -3.295
C 3.821 0.113 8.804
Cl 3.212 1.771 8.895
Cl 3.640 -0.477 7.139
Cl 5.523 0.080 9.255
Cl 2.893 -0.917 9.894
*
```

# 4
This record from the OMol25 dataset describes C38H44N6O3PPd as an isolated structure. The level of theory is the ωB97M-V functional and the def2-TZVPD basis.

Energy relative to the best compared isomer or geometry (same formula, charge and spin) = 3.37 kJ/mol
HOMO = -0.1208 Eh

ORCA input file:
```
! wB97M-V def2-TZVPD RIJCOSX def2/J DEFGRID3
* xyz -1 1
Pd -0.323 -0.483 -0.753
N -1.714 -1.516 -3.411
C -1.006 -1.214 -4.550
C -1.349 -1.834 -5.759
C -0.611 -1.616 -6.908
C 0.491 -0.774 -6.882
C 0.837 -0.157 -5.687
C 0.117 -0.350 -4.511
P 0.438 0.561 -2.940
C 1.721 1.735 -3.495
C 3.084 1.464 -3.453
C 4.007 2.403 -3.895
C 3.579 3.625 -4.393
C 2.218 3.906 -4.432
C 1.300 2.971 -3.980
C 1.400 -0.734 -2.021
C 2.009 -0.396 -0.779
C 2.684 -1.378 -0.039
C 2.755 -2.686 -0.481
C 2.131 -3.036 -1.682
C 1.461 -2.087 -2.432
H -1.660 -0.879 -2.621
H -2.601 -1.978 -3.512
H -2.207 -2.498 -5.779
H -0.900 -2.108 -7.829
H 1.075 -0.599 -7.778
H 1.695 0.504 -5.662
H 3.427 0.511 -3.068
H 5.066 2.176 -3.850
H 4.299 4.357 -4.737
H 1.873 4.863 -4.804
H 0.242 3.205 -3.978
H 2.011 0.647 -0.484
H 3.162 -1.097 0.894
H 3.284 -3.434 0.099
H 2.166 -4.060 -2.036
H 0.994 -2.384 -3.362
C -5.727 -2.243 0.016
N -4.587 -2.486 0.871
C -4.890 -2.835 2.241
C -3.638 -2.746 3.087
C -2.558 -3.605 2.462
N -2.366 -3.239 1.074
C -1.119 -3.618 0.422
C -3.391 -2.833 0.259
O -3.244 -2.741 -0.951
H -6.336 -1.444 0.443
H -6.354 -3.138 -0.090
H -5.377 -1.945 -0.967
H -5.323 -3.845 2.305
H -5.648 -2.139 2.608
H -3.843 -3.078 4.107
H -3.309 -1.703 3.115
H -2.815 -4.670 2.564
H -1.608 -3.464 2.984
H -0.383 -3.831 1.197
H -0.747 -2.792 -0.191
H -1.242 -4.498 -0.212
C 1.655 3.146 -0.539
O 0.696 2.258 -0.905
H 1.963 3.846 -1.352
H 2.618 2.665 -0.216
H 1.373 3.800 0.324
C 3.792 3.744 2.336
C 2.866 2.990 3.251
C 2.511 1.667 3.014
C 1.685 0.969 3.885
C 1.153 1.610 4.996
N 0.274 0.988 5.923
C -0.605 -0.061 5.803
O -0.926 -0.710 6.792
N -1.139 -0.366 4.578
C -1.254 0.415 3.400
C -1.448 1.788 3.396
C -1.465 2.439 2.176
C -1.340 1.709 1.001
N -1.233 0.376 1.008
C -1.160 -0.244 2.184
C 1.490 2.938 5.240
C 2.345 3.610 4.385
H 4.047 3.154 1.458
H 4.711 4.011 2.862
H 3.324 4.665 1.982
H 2.877 1.174 2.121
H 1.439 -0.064 3.684
H 0.497 1.136 6.895
H -1.707 -1.197 4.633
H -1.542 2.331 4.328
H -1.557 3.515 2.123
H -1.249 2.185 0.034
H -1.003 -1.315 2.158
H 1.059 3.444 6.097
H 2.598 4.645 4.588
*
```